The following is a quantum chemistry calculation of a cluster of 8 separate species, C25H69N5O8 in total, from the OMol25 dataset.

## Properties
E: -1869.48058 a.u.
SMILES string: CC1(C)CCCC(C)(C)N1O.COC[C@H](C)N.COC[C@H](C)N.COC[C@H](C)N.COC[C@H](C)N.O.O.O
E_LUMO: 0.2944 eV
Energy relative to the best compared isomer or geometry (same formula, charge and spin): 20.0 kcal per mole
Molecular weight: 567.9 g/mol

Structure (ORCA input):
```
! wB97M-V def2-TZVPD RIJCOSX def2/J DEFGRID3
* xyz 0 1
C -0.723 4.187 2.715
C 0.650 3.589 2.898
C 1.297 4.194 4.131
C 0.584 2.073 3.100
C 1.908 1.364 3.087
C 2.587 1.680 1.767
C 2.721 3.171 1.397
C 3.828 3.871 2.158
C 3.014 3.286 -0.077
N 1.407 3.733 1.626
O 1.578 5.111 1.346
H -1.397 4.021 3.543
H -0.592 5.278 2.519
H -1.215 3.681 1.897
H 1.635 5.233 4.056
H 0.476 4.166 4.906
H 2.138 3.578 4.440
H 0.049 1.921 4.079
H -0.137 1.689 2.356
H 2.543 1.564 3.984
H 1.660 0.245 2.995
H 2.002 1.176 0.997
H 3.604 1.254 1.717
H 4.756 3.734 1.698
H 3.877 3.558 3.187
H 3.593 4.945 2.152
H 3.154 4.316 -0.362
H 2.270 2.752 -0.663
H 3.993 2.822 -0.268
H 0.925 5.314 0.651
C -0.958 -1.300 -6.919
O -1.499 -0.776 -5.685
C -1.173 0.554 -5.372
C -0.136 0.819 -4.251
C -0.121 2.260 -3.847
N 1.248 0.486 -4.608
H -1.001 -0.483 -7.620
H -1.664 -2.066 -7.145
H 0.104 -1.628 -6.730
H -0.823 1.139 -6.214
H -2.053 0.982 -4.856
H -0.504 0.199 -3.385
H -1.097 2.717 -3.553
H 0.200 2.875 -4.678
H 0.510 2.470 -2.959
H 1.332 -0.522 -4.412
H 1.950 1.051 -4.128
C 4.228 -2.663 1.278
O 3.848 -2.823 -0.116
C 2.456 -3.034 -0.107
C 1.958 -3.438 -1.467
C 2.330 -4.885 -1.810
N 2.358 -2.555 -2.543
H 3.855 -3.490 1.892
H 3.868 -1.715 1.717
H 5.317 -2.633 1.272
H 2.166 -3.760 0.712
H 2.005 -2.080 0.115
H 0.841 -3.384 -1.431
H 1.761 -5.250 -2.669
H 2.024 -5.523 -0.994
H 3.410 -5.000 -2.009
H 2.075 -1.645 -2.166
H 3.317 -2.648 -2.775
C -4.599 1.194 -0.556
O -4.468 -0.153 -0.222
C -3.120 -0.618 -0.204
C -2.720 -1.338 -1.466
C -3.732 -2.345 -1.865
N -1.391 -1.979 -1.196
H -5.676 1.299 -0.634
H -4.053 1.405 -1.493
H -4.074 1.839 0.200
H -2.470 0.275 -0.096
H -2.959 -1.230 0.659
H -2.468 -0.565 -2.252
H -3.432 -2.953 -2.709
H -4.717 -1.904 -2.072
H -4.034 -3.050 -1.045
H -1.497 -2.714 -0.499
H -1.085 -2.556 -1.989
C -0.521 -1.496 2.879
O -1.558 -2.245 2.306
C -2.310 -2.936 3.286
C -3.760 -3.078 2.853
C -4.521 -1.760 3.050
N -4.370 -4.208 3.568
H 0.144 -2.093 3.523
H -0.911 -0.691 3.505
H 0.000 -1.102 1.975
H -1.926 -3.918 3.441
H -2.305 -2.447 4.222
H -3.567 -3.186 1.769
H -4.647 -1.629 4.117
H -5.467 -1.824 2.586
H -4.033 -0.890 2.691
H -4.098 -5.066 3.119
H -5.388 -4.164 3.498
O -0.451 2.399 -0.105
H -1.172 2.905 -0.494
H 0.156 3.005 0.395
O 4.040 0.145 -0.895
H 3.154 0.219 -1.245
H 4.252 -0.809 -0.855
O 0.842 -0.025 -0.648
H 0.018 -0.402 -1.011
H 0.580 0.937 -0.656
*
```

=====

The following is a quantum chemistry calculation of a cluster of 2 separate species, C4H6S in total, from the OMol25 dataset.

## Properties
E: -553.92288 a.u.
E_LUMO (alpha / beta): -0.4274 / 0.0385 eV
Energy relative to the best compared isomer or geometry (same formula, charge and spin): 156.4 kcal per mole
Molecular weight: 86.2 g/mol

Structure (ORCA input):
```
! wB97M-V def2-TZVPD RIJCOSX def2/J DEFGRID3
* xyz 0 1
C -1.114 1.069 0.922
C -1.668 0.077 -1.397
C -0.355 0.884 1.957
C 1.129 -1.102 -1.283
S -0.549 -0.721 -2.241
H -1.945 1.718 0.685
H -0.161 1.563 2.764
H 0.427 0.117 2.075
H 1.814 -1.409 -2.131
H 1.007 -1.943 -0.552
H 1.414 -0.254 -0.799
*
```

=====

The following is a quantum chemistry calculation of a cluster of 2 separate species, C3H8NS2 in total, from the OMol25 dataset.

## Properties
E: -969.87164 a.u.
E_LUMO: -6.0879 eV
Energy relative to the best compared isomer or geometry (same formula, charge and spin): 63.2 kcal per mole
Molecular weight: 122.2 g/mol

Structure (ORCA input):
```
! wB97M-V def2-TZVPD RIJCOSX def2/J DEFGRID3
* xyz 1 1
C -0.966 -1.437 0.548
C 1.541 0.806 0.140
C -0.063 2.118 -0.988
N 0.177 1.181 -0.188
S -1.584 -2.685 -0.448
S -1.050 -1.509 2.222
H 2.196 1.581 0.409
H 1.323 0.169 0.945
H 2.005 0.374 -0.771
H -1.029 2.537 -1.041
H 0.696 2.780 -1.398
H -1.138 -2.423 -1.620
H -0.687 -0.607 -0.048
H -1.422 -2.885 2.240
*
```

=====

The following is a quantum chemistry calculation of a structure of composition C28H32Cl2N2O6TeTl, from the OMol25 dataset.

## Properties
E: -3007.33956 a.u.
E_LUMO (alpha / beta): 4.1303 / 4.1091 eV
Energy relative to the best compared isomer or geometry (same formula, charge and spin): 387.5 kcal per mole
Molecular weight: 895.5 g/mol
<S²>: 0.770

Structure (ORCA input):
```
! wB97M-V def2-TZVPD RIJCOSX def2/J DEFGRID3
* xyz -2 2
Tl 0.000 0.000 0.000
O 1.534 0.297 -3.767
C 0.924 0.359 -2.571
O 1.128 -0.440 -1.664
C -0.026 1.480 -2.430
C -0.379 2.462 -3.325
C -1.326 3.404 -2.890
C -1.878 3.333 -1.594
C -1.454 2.306 -0.774
N -0.558 1.432 -1.217
C -1.842 1.958 0.638
O -2.754 2.769 1.218
O -1.348 0.988 1.213
H 2.114 -0.491 -3.680
H 0.054 2.503 -4.317
H -1.637 4.200 -3.565
H -2.606 4.071 -1.283
H -3.086 3.509 0.684
Cl -0.787 -1.585 -1.585
C -2.433 -1.156 -1.156
Cl -2.373 0.084 0.084
H -2.953 -2.036 -0.769
H -2.953 -0.770 -2.036
C 3.433 1.225 2.696
C 2.223 1.216 1.809
O 1.748 2.274 1.428
N 1.617 0.000 1.402
Te 2.307 -1.871 1.977
C 3.261 -3.758 2.450
C 3.785 -4.576 1.411
C 3.732 -4.206 -0.051
C 4.405 -5.794 1.728
C 4.528 -6.215 3.054
C 5.195 -7.517 3.389
C 4.030 -5.410 4.078
C 3.400 -4.188 3.794
C 2.891 -3.365 4.941
C 0.335 -2.442 2.669
C -0.396 -3.484 2.037
C 0.105 -4.242 0.839
C -1.658 -3.849 2.530
C -2.215 -3.199 3.633
C -3.566 -3.593 4.157
C -1.509 -2.166 4.250
C -0.244 -1.775 3.783
C 0.454 -0.639 4.487
H 3.759 2.267 2.903
H 4.265 0.684 2.199
H 3.196 0.730 3.660
H 3.256 -3.231 -0.253
H 3.168 -4.983 -0.609
H 4.765 -4.157 -0.455
H 4.800 -6.415 0.932
H 5.542 -8.047 2.476
H 4.479 -8.176 3.925
H 6.074 -7.330 4.041
H 4.135 -5.741 5.105
H 3.108 -3.839 5.922
H 1.794 -3.265 4.864
H 3.378 -2.367 4.931
H 1.079 -3.889 0.476
H -0.616 -4.127 0.002
H 0.197 -5.320 1.090
H -2.209 -4.648 2.047
H -4.007 -4.424 3.567
H -4.254 -2.723 4.107
H -3.474 -3.923 5.214
H -1.954 -1.662 5.101
H -0.142 -0.255 5.342
H 0.597 0.205 3.789
H 1.436 -0.957 4.883
O -0.681 -1.179 1.179
*
```

=====

The following is a quantum chemistry calculation of an isolated molecule of C5H7NO, from the OMol25 dataset.

## Properties
E: -324.58396 a.u.
SMILES string: C1=C[C@H]2CCN2O1
E_LUMO: 1.1231 eV
Energy relative to the best compared isomer or geometry (same formula, charge and spin): 88.2 kcal per mole
Molecular weight: 97.1 g/mol

Structure (ORCA input):
```
! wB97M-V def2-TZVPD RIJCOSX def2/J DEFGRID3
* xyz 0 1
C -0.828 1.124 -1.300
C 0.457 1.265 -0.984
C 0.845 0.083 -0.161
C 0.255 -0.129 1.275
C -0.297 -1.446 0.698
N -0.057 -0.984 -0.694
O -1.347 -0.087 -0.986
H -1.471 1.897 -1.721
H 1.126 2.016 -1.362
H 1.916 -0.141 -0.231
H -0.543 0.584 1.494
H 0.940 -0.189 2.126
H -1.342 -1.714 0.839
H 0.324 -2.325 0.924
*
```

=====

The following is a quantum chemistry calculation of an isolated molecule of C16H13F2NOS2, from the OMol25 dataset.

## Properties
E: -1743.59622 a.u.
SMILES string: CSc1sc(C(=O)Nc2ccc(F)cc2F)c2c1C=CCC2
E_LUMO: -0.0294 eV
Energy relative to the best compared isomer or geometry (same formula, charge and spin): 0.0 kcal per mole
Molecular weight: 337.4 g/mol

Structure (ORCA input):
```
! wB97M-V def2-TZVPD RIJCOSX def2/J DEFGRID3
* xyz 0 1
C 5.166 -1.086 -0.482
S 4.487 0.213 -1.604
C 2.868 0.417 -0.992
S 1.730 -0.938 -0.856
C 0.619 0.087 0.081
C -0.686 -0.381 0.527
O -1.170 -0.023 1.607
N -1.392 -1.322 -0.239
C -2.668 -1.864 -0.114
C -3.581 -1.654 0.922
C -4.827 -2.274 0.959
C -5.209 -3.127 -0.079
F -6.410 -3.730 -0.006
C -4.360 -3.316 -1.185
C -3.109 -2.676 -1.197
F -2.277 -2.898 -2.258
C 1.081 1.383 0.227
C 2.428 1.558 -0.382
C 3.179 2.811 -0.133
C 2.475 3.920 0.273
C 0.959 3.883 0.440
C 0.454 2.525 0.958
H 6.109 -1.450 -0.887
H 4.501 -1.978 -0.380
H 5.336 -0.705 0.522
H -0.917 -1.643 -1.076
H -3.315 -0.945 1.693
H -5.494 -2.082 1.794
H -4.634 -3.996 -1.963
H 4.215 2.813 -0.261
H 3.070 4.803 0.549
H 0.479 4.059 -0.505
H 0.737 4.674 1.145
H -0.639 2.453 0.883
H 0.797 2.490 2.018
*
```

=====

The following is a quantum chemistry calculation of a structure of composition C3H3DyLiO3, from the OMol25 dataset.

## Properties
E: -1233.81241 a.u.
E_LUMO (alpha / beta): -8.6502 / -9.7196 eV
Energy relative to the best compared isomer or geometry (same formula, charge and spin): 0.0 kcal per mole
Molecular weight: 256.5 g/mol
<S²>: 12.016

Structure (ORCA input):
```
! wB97M-V def2-TZVPD RIJCOSX def2/J DEFGRID3
* xyz 2 7
O 0.337 0.075 0.974
C -1.048 0.026 0.758
C -1.492 -0.946 -0.074
O 0.471 0.680 -1.147
C 1.085 0.267 -0.139
O 2.220 -0.255 -0.131
Dy 4.706 0.501 -0.069
H -1.653 0.682 1.389
H -2.551 -1.050 -0.315
H -0.921 -1.854 -0.271
Li -1.155 1.875 -0.973
*
```

=====

The following is a quantum chemistry calculation of a cluster of 3 separate species, C4H15N2O2 in total, from the OMol25 dataset.

## Properties
E: -421.14938 a.u.
E_LUMO: -3.3000 eV
Energy relative to the best compared isomer or geometry (same formula, charge and spin): 27.7 kcal per mole
Molecular weight: 123.2 g/mol

Structure (ORCA input):
```
! wB97M-V def2-TZVPD RIJCOSX def2/J DEFGRID3
* xyz 1 1
C -2.019 1.652 0.854
C -1.975 0.690 -0.350
C -0.680 -0.062 -0.496
C -0.737 -1.399 -0.364
N 0.495 -2.224 -0.559
N 0.393 0.705 -0.839
H -1.240 2.411 0.846
H -2.028 1.128 1.811
H -2.973 2.184 0.827
H -2.102 1.329 -1.226
H -2.812 0.004 -0.258
H -1.569 -1.940 0.044
H 0.802 -2.163 -1.532
H 1.273 -1.889 0.022
H 0.293 -3.194 -0.335
H 1.222 0.227 -1.135
H 0.233 1.703 -0.864
H 2.899 -3.605 1.897
H 3.564 -2.896 0.769
O 2.761 -2.856 1.304
H 1.240 3.785 -0.810
H 1.901 3.024 0.346
O 1.058 3.385 0.048
*
```

=====

Q: The highest energy relative to the best compared isomer or geometry (same formula, charge and spin) belongs to which entry?
A: C28H32Cl2N2O6TeTl

=====

Q: What is the formula in the fourth record?
A: C28H32Cl2N2O6TeTl